C6H9NO in the gas phase, computed with ωB97M-V/def2-TZVPD.

Geometry (Å):
C -0.19 -1.87 -0.27
C 2.24 0.53 0.06
C -1.29 0.66 0.44
C -0.02 -0.65 0.54
C 0.78 0.54 0.35
N -2.29 0.72 -0.44
C -0.10 1.59 0.44
O -1.27 -0.29 1.37
H -2.18 1.34 -1.23
H -2.88 -0.10 -0.56
H -0.01 2.57 0.89
H -1.00 -1.79 -1.02
H -0.39 -2.76 0.33
H 0.74 -2.06 -0.83
H 2.63 1.55 -0.06
H 2.45 -0.01 -0.87
H 2.79 0.03 0.86

The gap between HOMO and LUMO is 7.52 eV. The value obtained for the LUMO energy is 0.9 eV. Its electronic energy is -9901.5717 eV. For the relative energy (zero: lowest compared OMol25 entry of this formula, charge and spin), the calculation gives 389.1 kJ/mol. The SMILES is CC1=C[C@]2(N)O[C@]12C.

Here are the natural (NBO) charges for atoms 1 to 2, given in e: -0.643 -0.648



A 7-piece molecular cluster, C6H25NO7 overall, computed with ωB97M-V/def2-TZVPD.

Geometry (Å):
O 1.14 -1.34 -1.22
C 1.21 -1.81 -0.09
N 0.38 -1.47 0.89
C -0.61 -0.38 0.81
C -1.93 -0.86 1.45
C -3.06 0.10 1.08
C -1.84 -1.02 2.96
C -0.01 0.87 1.42
H 1.96 -2.56 0.16
H 0.56 -1.81 1.83
H -0.82 -0.21 -0.25
H -2.15 -1.83 1.00
H -4.01 -0.30 1.42
H -2.92 1.07 1.55
H -3.11 0.28 0.01
H -1.62 -0.06 3.44
H -1.08 -1.75 3.27
H -2.78 -1.37 3.39
H 0.24 0.74 2.47
H 0.88 1.18 0.87
H -0.71 1.71 1.33
H -2.52 -0.04 -2.48
H -1.58 1.11 -2.22
O -2.53 0.88 -2.18
H 0.54 0.22 -1.93
H 0.97 1.69 -2.02
O 0.26 1.07 -2.30
H -0.91 -1.74 -2.29
H -2.11 -2.16 -1.43
O -1.86 -1.93 -2.34
H 3.31 -0.29 -3.40
H 2.65 -0.71 -2.09
O 3.44 -0.25 -2.44
H 3.08 1.50 -1.92
H 2.90 2.28 -0.62
O 2.65 2.30 -1.57
H 4.49 1.71 0.95
H 3.86 3.05 1.37
O 3.65 2.15 1.09

The gap between HOMO and LUMO is 10.06 eV. The value obtained for the LUMO energy is 0.2 eV. Its electronic energy is -22452.0040 eV. For the relative energy (zero: lowest compared OMol25 entry of this formula, charge and spin), the calculation gives 0.0 kJ/mol. The SMILES is CC(C)[C@@H](C)NC=O.O.O.O.O.O.O.

Here are the natural (NBO) charges for atoms 1 to 2, given in e: -0.733 0.554



An isolated ion of composition C8H15N2O and charge +1 at a distorted geometry, computed with ωB97M-V/def2-TZVPD.

Geometry (Å):
C -1.82 2.02 0.02
C 2.34 -0.46 0.16
C 1.98 -1.61 1.03
C -0.43 0.48 -1.22
C 1.08 -1.22 -0.04
C -0.24 -0.54 0.00
C 1.10 -2.23 -1.20
C -1.10 -0.64 1.06
N -0.75 2.63 0.65
N -3.12 2.29 0.18
O -1.63 1.24 -1.07
H 2.59 0.55 0.45
H 3.11 -0.65 -0.62
H 2.63 -2.39 1.06
H 1.80 -1.34 2.06
H 0.41 1.20 -1.21
H -0.61 -0.11 -2.18
H 0.39 -2.98 -1.05
H 2.13 -2.66 -1.22
H 0.71 -1.76 -2.12
H -2.02 -0.15 1.17
H 0.18 2.21 0.35
H -0.83 -1.39 1.74
H -0.76 2.70 1.68
H -3.46 2.98 0.84
H -3.69 1.83 -0.52

The gap between HOMO and LUMO is 9.66 eV. The value obtained for the LUMO energy is -3.4 eV. Its electronic energy is -13558.3560 eV. For the relative energy (zero: lowest compared OMol25 entry of this formula, charge and spin), the calculation gives 283.1 kJ/mol. The SMILES is C=C(COC(N)=[NH2+])C1(C)CC1. Its charge is +1.

Here are the natural (NBO) charges for atoms 1 to 2, given in e: 0.830 -0.432



A 12-piece molecular cluster, C5H36N3O11 overall at a distorted geometry, computed with ωB97M-V/def2-TZVPD.

Geometry (Å):
C -1.63 1.16 -0.25
C -0.53 0.32 0.35
C -0.67 -1.18 0.09
C 0.53 -1.96 0.62
N 1.78 -1.55 -0.04
C 2.75 -0.95 0.77
N 3.44 0.01 0.31
N -2.88 1.03 0.57
H -1.89 0.86 -1.26
H -1.36 2.21 -0.27
H -0.40 0.52 1.41
H 0.41 0.67 -0.09
H -0.83 -1.36 -0.98
H -1.60 -1.55 0.53
H 0.58 -1.89 1.71
H 0.39 -3.02 0.37
H 1.65 -1.08 -0.92
H 2.91 -1.47 1.71
H 4.24 0.31 0.85
H -3.65 1.59 0.21
H -3.15 0.04 0.58
H -2.68 1.23 1.58
H 2.84 1.15 -1.12
H 1.69 1.03 -2.14
O 2.22 1.68 -1.67
H 0.23 -0.01 4.63
H 0.16 1.08 3.47
O -0.33 0.40 3.96
H 2.50 -2.66 -2.82
H 1.74 -3.03 -4.10
O 2.11 -2.27 -3.64
H -4.44 -1.16 -1.50
H -3.17 -0.54 -2.11
O -3.83 -0.42 -1.40
H 1.05 3.32 3.14
H 0.78 2.80 1.67
O 0.66 2.60 2.63
H -1.12 2.57 2.75
H -2.13 1.89 3.71
O -2.08 2.36 2.86
H 2.64 -2.71 -0.66
H 2.94 -4.22 -1.02
O 3.03 -3.31 -1.32
H -1.53 -0.45 3.05
H -2.83 -1.32 3.22
O -2.35 -0.77 2.60
H 1.29 4.16 -0.21
H 1.40 2.66 -0.59
O 0.92 3.30 0.01
H -2.08 -0.49 -4.23
H -0.91 -0.44 -3.20
O -1.86 -0.64 -3.31
H 1.24 -0.93 -3.33
H 1.03 0.48 -3.96
O 0.78 -0.05 -3.19

The gap between HOMO and LUMO (spin up / spin down) is 1.86 / 9.90 eV. The value obtained for the LUMO energy (spin up / spin down) is 0.0 / -0.1 eV. Its electronic energy is -32761.3669 eV. For the relative energy (zero: lowest compared OMol25 entry of this formula, charge and spin), the calculation gives 0.0 kJ/mol. As for the spin multiplicity: 2.

Here are the natural (NBO) charges for atoms 1 to 2, given in e: -0.236 -0.453



A 2-piece molecular cluster, C25H42ClFN3O4 overall at a distorted geometry, computed with ωB97M-V/def2-TZVPD.

Geometry (Å):
C 1.08 0.53 5.86
C 0.41 -0.90 5.49
C 0.55 -1.44 3.97
C 0.48 -0.36 2.76
O 1.63 0.61 2.73
N 2.76 0.01 3.14
O 3.49 0.87 3.61
C -0.86 0.64 2.90
C -0.47 2.24 2.62
C -2.00 0.05 1.88
C -1.40 0.23 0.36
N -2.37 -0.34 -0.69
C -3.60 0.26 -0.60
C -3.94 1.85 -0.84
C -4.88 -0.70 -0.15
N -0.03 -0.39 0.13
C 0.96 0.57 -0.57
C 1.86 -0.21 -1.73
C 3.48 -0.18 -1.43
Cl 1.49 0.61 -3.39
C 0.56 -1.12 1.31
O 0.02 -2.49 1.28
C 1.13 -3.43 0.88
C 0.54 -4.94 0.49
O -0.44 -4.73 -0.59
C -1.81 -5.05 -0.15
C -2.82 -4.08 -1.05
H 0.65 0.87 6.92
H 2.25 0.51 5.92
H 0.74 1.37 5.10
H 0.85 -1.72 6.23
H -0.75 -0.83 5.76
H 1.50 -2.16 3.94
H -0.38 -2.18 3.82
H -1.33 0.63 3.97
H 0.02 2.34 1.55
H -1.51 2.82 2.58
H 0.17 2.71 3.48
H -2.99 0.64 2.10
H -2.14 -1.10 2.17
H -1.36 1.40 0.12
H -3.86 2.37 0.23
H -3.09 2.33 -1.49
H -5.03 2.07 -1.22
H -4.50 -1.53 0.59
H -5.49 -1.09 -1.07
H -5.62 -0.01 0.48
H -0.20 -1.14 -0.61
H 0.42 1.44 -1.14
H 1.73 1.05 0.17
H 1.56 -1.34 -1.87
H 3.78 0.42 -0.47
H 3.84 -1.31 -1.32
H 4.02 0.21 -2.42
H 1.72 -1.23 1.07
H 1.68 -3.06 -0.11
H 1.90 -3.57 1.77
H 1.41 -5.62 0.02
H 0.12 -5.50 1.44
H -1.94 -4.79 1.00
H -1.97 -6.20 -0.38
H -2.28 -3.14 -1.50
H -3.73 -3.69 -0.42
H -3.30 -4.68 -1.96
F 2.28 6.26 -8.15
C 2.28 5.41 -7.11
C 1.78 4.12 -7.28
C 1.78 3.24 -6.20
C 2.28 3.66 -4.96
C 2.77 4.95 -4.80
C 2.78 5.83 -5.89
H 1.39 3.82 -8.25
H 1.40 2.23 -6.32
H 2.28 2.97 -4.12
H 3.15 5.28 -3.84
H 3.17 6.84 -5.78

The gap between HOMO and LUMO is 7.61 eV. The value obtained for the LUMO energy is -3.2 eV. Its electronic energy is -54486.6425 eV. Its charge is +1.

Here are the Mulliken charges for atoms 1 to 2, given in e: -0.610 -0.554



C6H10O2S2 as an isolated structure at a distorted geometry, computed with ωB97M-V/def2-TZVPD.

Geometry (Å):
C -3.42 0.55 -0.95
C -2.53 1.29 -0.30
C -1.47 0.68 0.56
C 1.43 3.03 -0.40
C 0.23 -2.40 -0.34
C 0.77 0.57 -0.15
O -0.40 1.48 0.84
O -1.48 -0.53 0.85
S 2.24 1.44 -0.28
S 0.95 -1.00 0.59
H -4.22 1.05 -1.41
H -3.09 -0.40 -1.33
H -2.39 2.35 -0.11
H 0.95 3.35 -1.36
H 2.06 3.72 -0.05
H 0.65 2.94 0.26
H 1.12 -2.77 -0.81
H -0.41 -2.02 -1.12
H -0.29 -3.20 0.33
H 0.30 0.72 -1.16

The gap between HOMO and LUMO is 8.49 eV. The value obtained for the LUMO energy is 0.1 eV. Its electronic energy is -32145.5527 eV. For the relative energy (zero: lowest compared OMol25 entry of this formula, charge and spin), the calculation gives 389.0 kJ/mol.

Here are the natural (NBO) charges for atoms 1 to 2, given in e: -0.308 -0.314



A 5-piece molecular cluster, C12H28BrN4O4 overall at a distorted geometry, computed with ωB97M-V/def2-TZVPD.

Geometry (Å):
Br -1.47 -2.00 0.44
C -2.32 1.41 2.05
C -1.99 2.85 1.66
O -2.87 3.70 1.77
N -0.77 3.06 1.20
C -0.22 4.36 1.10
H -3.20 1.46 2.55
H -1.58 0.75 2.64
H -2.30 0.67 1.18
H -0.27 2.18 0.79
H 0.61 4.17 0.41
H -0.05 4.82 2.12
H -0.72 4.94 0.40
C 5.02 -4.52 1.11
C 4.05 -3.86 0.17
O 4.10 -4.08 -1.07
N 3.27 -3.04 0.70
C 2.13 -2.33 -0.04
H 4.26 -5.28 1.57
H 5.49 -3.90 1.68
H 5.86 -5.16 0.54
H 3.50 -2.54 1.61
H 1.37 -1.86 0.59
H 1.54 -2.95 -0.83
H 2.58 -1.39 -0.71
C -2.89 -1.80 -3.28
C -3.21 -0.41 -3.16
O -3.48 0.30 -4.06
N -3.27 0.19 -1.84
C -3.49 1.56 -1.50
H -3.31 -2.24 -2.53
H -1.71 -2.05 -3.13
H -3.40 -1.98 -4.41
H -2.80 -0.27 -0.89
H -2.56 2.13 -1.64
H -3.87 1.69 -0.65
H -4.07 1.90 -2.33
C 1.33 0.32 2.41
C 1.52 0.90 0.90
O 2.47 1.60 0.68
N 0.57 0.78 0.09
C 0.48 1.24 -1.35
H 0.74 -0.67 2.47
H 1.16 1.11 3.04
H 2.37 0.11 2.51
H -0.02 -0.09 0.20
H 0.08 0.59 -2.02
H 1.42 1.50 -1.81
H -0.12 2.12 -1.35

The gap between HOMO and LUMO is 8.42 eV. The value obtained for the LUMO energy is 2.7 eV. Its electronic energy is -97090.0488 eV. For the relative energy (zero: lowest compared OMol25 entry of this formula, charge and spin), the calculation gives 291.8 kJ/mol. Its charge is -1.

Here are the natural (NBO) charges for atoms 1 to 2, given in e: -0.875 -0.740



A 2-piece molecular cluster, C4H7NO overall, computed with ωB97M-V/def2-TZVPD.

Geometry (Å):
O 0.21 1.63 2.08
N -0.77 1.23 1.48
C -0.44 0.59 0.27
C 0.72 0.30 -0.35
C 0.06 -0.68 -1.29
C -1.30 -0.24 -0.66
H 1.47 0.00 2.08
H 1.74 0.66 -0.25
H 1.62 -0.57 1.62
H 0.21 -0.52 -2.36
H 0.31 -1.72 -1.05
H -1.90 0.36 -1.36
H -1.92 -1.02 -0.21

The gap between HOMO and LUMO (spin up / spin down) is 8.40 / 8.40 eV. The value obtained for the LUMO energy (spin up / spin down) is -0.7 / -0.7 eV. Its electronic energy is -7793.9455 eV. For the relative energy (zero: lowest compared OMol25 entry of this formula, charge and spin), the calculation gives 549.9 kJ/mol. The SMILES is O=NC1=CCC1.[H][H].

Here are the natural (NBO) charges for atoms 1 to 2, given in e: -0.295 0.111



C17H29NO3 in the gas phase, computed with ωB97M-V/def2-TZVPD.

Geometry (Å):
C -1.08 0.91 0.53
H -1.79 1.68 0.24
H -0.48 0.66 -0.34
H -1.64 0.03 0.85
C -0.18 1.39 1.68
N 0.76 2.41 1.26
C 2.00 2.15 0.81
O 2.77 3.03 0.46
C 2.51 0.71 0.80
H 3.53 0.75 0.39
H 2.56 0.31 1.82
O 1.76 -0.18 -0.02
C 1.41 -1.36 0.50
O 1.63 -1.68 1.64
C 0.66 -2.23 -0.49
H 0.90 -3.26 -0.24
H -0.40 -2.08 -0.28
C 0.97 -1.91 -1.95
C 0.16 -2.74 -2.96
H 0.55 -2.48 -3.95
C -1.35 -2.44 -2.91
C -2.05 -3.81 -2.93
C -1.06 -4.72 -2.21
H -1.25 -5.77 -2.39
H -1.12 -4.54 -1.13
C 0.29 -4.26 -2.76
H 0.47 -4.75 -3.72
H 1.12 -4.52 -2.10
H -3.03 -3.78 -2.46
H -2.17 -4.15 -3.96
H -1.67 -1.82 -3.75
H -1.61 -1.91 -2.00
H 2.03 -2.08 -2.13
H 0.77 -0.85 -2.14
C 0.39 3.82 1.41
C 0.03 4.13 2.88
C -0.19 2.86 3.69
C -1.02 1.89 2.87
H -1.92 2.39 2.52
H -1.33 1.03 3.47
H -0.69 3.10 4.63
H 0.77 2.40 3.94
H -0.88 4.74 2.90
H 0.83 4.72 3.34
C -0.72 4.23 0.44
H -0.49 3.89 -0.56
H -0.78 5.32 0.43
H -1.69 3.84 0.74
H 1.29 4.37 1.13
H 0.40 0.53 2.04

The gap between HOMO and LUMO is 9.96 eV. The value obtained for the LUMO energy is 0.8 eV. Its electronic energy is -25733.3661 eV. For the relative energy (zero: lowest compared OMol25 entry of this formula, charge and spin), the calculation gives 67.2 kJ/mol. The SMILES is C[C@@H]1CCC[C@H](C)N1C(=O)COC(=O)CCC1CCCC1.

Here are the natural (NBO) charges for atoms 1 to 2, given in e: -0.613 0.208



C3H2ClN3S2 as an isolated structure at a distorted geometry, computed with ωB97M-V/def2-TZVPD.

Geometry (Å):
C 1.03 1.03 -0.12
C 0.56 -0.24 0.20
C -2.23 -0.17 0.07
N 2.24 1.02 -0.67
N 2.77 -0.10 -0.81
N -0.55 -0.60 0.84
S -3.33 -1.30 0.17
S 1.81 -1.36 -0.31
Cl -2.17 1.37 -0.47
H 0.53 1.96 0.08
H -0.66 -1.60 1.01

The gap between HOMO and LUMO is 7.55 eV. The value obtained for the LUMO energy is -1.2 eV. Its electronic energy is -41803.2406 eV. For the relative energy (zero: lowest compared OMol25 entry of this formula, charge and spin), the calculation gives 0.0 kJ/mol.

Here are the natural (NBO) charges for atoms 1 to 2, given in e: -0.157 -0.049



C19H22IN6O7Sc as an isolated structure at a distorted geometry, computed with ωB97M-V/def2-TZVPD.

Geometry (Å):
C 4.45 0.54 -3.29
I 2.96 1.80 -2.18
H 5.11 0.11 -2.53
H 4.96 1.32 -3.89
H 3.95 -0.22 -3.90
C -0.55 -3.43 -1.61
C 0.67 -3.42 -0.99
N 1.31 -2.25 -1.38
C 0.55 -1.64 -2.33
N -0.64 -2.28 -2.36
H -1.34 -4.18 -1.60
H 1.18 -4.15 -0.38
C 1.07 4.47 0.46
C 1.46 2.22 0.43
N 0.55 3.22 0.16
H 3.07 4.98 1.26
N 2.53 2.91 0.96
H 0.52 5.37 0.26
Sc 1.29 0.14 -0.59
C 0.85 -0.30 -2.79
O 0.58 0.09 -3.91
C 2.31 4.28 0.97
C 3.82 2.34 1.23
H 3.75 1.43 1.85
H 4.42 3.11 1.74
H 4.33 2.07 0.28
C -0.73 3.07 -0.49
H -1.08 4.08 -0.73
H -1.47 2.56 0.15
H -0.65 2.51 -1.43
C -1.80 -1.89 -3.14
H -2.05 -2.72 -3.82
H -1.58 -0.99 -3.72
H -2.65 -1.72 -2.46
C 2.72 -1.96 -1.13
H 2.91 -1.13 -0.39
H 3.28 -1.75 -2.06
H 3.12 -2.86 -0.65
O 0.54 -0.82 1.24
C -0.64 -0.49 0.85
O -0.81 0.06 -0.31
C -1.83 -0.68 1.72
C -2.91 0.20 1.56
C -4.05 0.02 2.37
C -4.12 -1.08 3.24
C -3.04 -1.97 3.34
C -1.86 -1.77 2.59
N -3.13 -3.15 4.17
O -4.17 -3.35 4.83
O -2.13 -3.91 4.19
N -5.09 1.01 2.32
O -4.94 1.98 1.55
O -6.09 0.87 3.06
H -2.86 1.01 0.84
H -5.02 -1.24 3.82
H -1.01 -2.43 2.65

The gap between HOMO and LUMO (spin up / spin down) is 1.95 / 1.90 eV. The value obtained for the LUMO energy (spin up / spin down) is 3.2 / 3.2 eV. Its electronic energy is -72125.0704 eV. For the relative energy (zero: lowest compared OMol25 entry of this formula, charge and spin), the calculation gives 321.1 kJ/mol. Its charge is -2.

Here are the natural (NBO) charges for atoms 1 to 2, given in e: -0.833 0.153



C16H18BN10V as an isolated structure at a distorted geometry, computed with ωB97M-V/def2-TZVPD.

Geometry (Å):
V -0.09 -0.40 -0.27
C -1.84 -3.43 1.72
C -0.71 -2.75 1.34
N -1.05 -1.83 0.38
N -2.39 -1.92 0.16
C -2.88 -2.87 0.96
B -3.10 -0.79 -0.67
N -2.34 -0.64 -2.02
C -2.74 -0.37 -3.27
C -1.67 0.14 -4.00
C -0.61 0.18 -3.12
N -1.02 -0.31 -1.92
N -2.74 0.52 0.11
C -3.48 1.51 0.62
C -2.65 2.44 1.25
C -1.38 1.95 1.09
N -1.43 0.78 0.39
N -4.57 -1.01 -0.68
C -5.54 -1.14 -1.63
C -6.74 -1.30 -0.98
C -6.41 -1.23 0.40
N -5.12 -1.05 0.57
H -1.92 -4.21 2.46
H 0.31 -2.88 1.68
H -3.93 -3.11 0.98
H -3.74 -0.55 -3.61
H -1.67 0.46 -5.03
H 0.39 0.53 -3.28
H -4.56 1.51 0.54
H -2.95 3.34 1.76
H -0.44 2.36 1.44
H -5.36 -1.14 -2.69
H -7.72 -1.34 -1.41
H -7.08 -1.30 1.24
C 1.95 -2.07 -3.22
C 2.29 -1.81 -1.80
N 1.63 -1.03 -0.93
C 2.33 -1.07 0.27
C 3.40 -1.89 0.13
N 3.35 -2.33 -1.17
H 0.87 -2.11 -3.36
H 2.40 -2.99 -3.57
H 2.34 -1.27 -3.86
H 2.07 -0.46 1.14
H 4.17 -2.18 0.83
H 4.03 -2.95 -1.58

The gap between HOMO and LUMO (spin up / spin down) is 4.14 / 5.08 eV. The value obtained for the LUMO energy (spin up / spin down) is -13.2 / -12.3 eV. Its electronic energy is -58122.8789 eV. For the relative energy (zero: lowest compared OMol25 entry of this formula, charge and spin), the calculation gives 25.3 kJ/mol. As for the spin multiplicity: 2. Its charge is +3.

Here are the natural (NBO) charges for atoms 1 to 2, given in e: 1.584 -0.252